1.
ORCA calculation (ωB97M-V with the def2-TZVPD basis set) on the ion C4H9NO2 with charge +1 in a non-equilibrium geometry.

```
16
Properties=species:S:1:pos:R:3:forces:R:3
H 1.306 1.168 -0.079 -0.2 0.2 -0.1
C 1.001 0.432 0.662 1.4 0.2 0.1
C -0.257 -0.390 0.221 -1.8 -0.1 -0.2
H -2.233 -0.950 0.882 -0.1 0.2 0.1
H 0.031 -1.418 0.030 0.5 0.0 0.1
O 2.025 -0.478 0.854 0.2 0.3 0.2
C 0.023 0.043 -2.236 0.2 -0.4 -0.3
N -0.687 0.156 -1.022 0.2 0.7 0.4
O 1.099 -0.474 -2.241 0.2 -0.2 0.1
H 2.879 -0.074 0.626 -0.2 -0.3 -0.1
H -1.032 -0.773 2.158 -0.2 0.2 0.1
H 0.767 0.985 1.580 -0.4 -0.3 0.1
H -1.312 0.958 -0.961 -0.3 -0.1 -0.1
C -1.414 -0.323 1.240 0.9 -0.8 -0.4
H -0.475 0.441 -3.119 -0.2 0.2 0.0
H -1.719 0.698 1.405 -0.2 0.3 0.2
```
Positions in Å, forces in eV/Å.

Properties
**Energy above the lowest of the compared OMol25 structures with the same formula, charge and spin**: 40.0 kcal per mole
**2S+1**: 2
**<S²>**: 0.762
**LUMO (alpha / beta)**: -3.56 / -8.99 eV
**Charge**: +1
**Max |F|**: 1.80 eV Å⁻¹
**HOMO-LUMO gap (alpha / beta)**: 0.45045 / 0.23240 Eh

2.
ORCA calculation (ωB97M-V with the def2-TZVPD basis set) on a cluster of 3 separate species, C4H9NO2 in total in a non-equilibrium geometry.

```
16
Properties=species:S:1:pos:R:3:forces:R:3
C -0.840 -0.673 0.990 -0.2 0.5 -0.7
C -2.552 1.118 0.698 0.9 2.2 1.0
H -1.007 -0.629 -0.083 0.1 -0.4 -0.1
H -2.994 2.038 1.086 -0.6 -0.3 -0.1
O 2.744 -0.401 -1.881 0.7 -1.2 -0.3
H -1.096 -1.675 1.330 -0.2 0.1 0.2
H 2.802 -2.392 -1.815 0.1 -0.4 0.0
C -1.694 0.438 1.588 1.2 -2.4 -0.1
O 1.273 -1.688 -0.774 0.4 -1.4 -0.1
H -2.496 0.998 -0.379 -0.4 -0.5 0.1
H 3.060 2.237 -3.452 0.0 0.1 -0.1
N -1.652 0.774 2.847 -0.7 0.6 -0.8
C 2.280 -1.462 -1.481 -1.2 2.9 0.4
H -0.920 0.222 3.310 0.0 0.1 0.2
H 0.236 -0.529 1.108 -0.2 0.2 0.4
H 2.855 1.625 -3.091 0.0 0.0 0.0
```
Positions in Å, forces in eV/Å.

Properties
**Energy above the lowest of the compared OMol25 structures with the same formula, charge and spin**: 150.1 kcal per mole
**2S+1**: 2
**<S²>**: 0.757
**LUMO (alpha / beta)**: -8.93 / -8.93 eV
**Charge**: +1
**Max |F|**: 3.16 eV Å⁻¹
**HOMO-LUMO gap (alpha / beta)**: 0.22779 / 0.18076 Eh